DFT (ωB97M-V with the def2-TZVPD basis set) results for C3H5NS2 in the gas phase in a non-equilibrium geometry.

```
11
Properties=species:S:1:pos:R:3:mulliken_charge:R:1
S 0.16 0.74 -2.33 -0.115
S -1.76 1.96 0.47 -0.344
N -0.02 0.20 -0.75 -0.011
C 0.55 -0.91 -0.03 -0.454
C -0.31 -0.45 1.17 -0.390
C -0.76 0.69 0.30 0.174
H 1.64 -0.83 0.15 0.244
H 0.25 -0.10 2.04 0.236
H -1.10 -1.10 1.48 0.259
H 1.05 1.67 -2.02 0.128
H 0.30 -1.87 -0.48 0.273
```

Calculated values
- DFT total energy: -968.396086 a.u.
- Energy above the lowest of the compared OMol25 structures with the same formula, charge and spin: 1.333 eV
- Kohn-Sham gap: 9.2 eV
- SMILES: S=C1CCN1S
- Total charge: 0

---

DFT (ωB97M-V with the def2-TZVPD basis set) results for a molecular structure, C3H5NS2 in a non-equilibrium geometry.

```
11
Properties=species:S:1:pos:R:3:mulliken_charge:R:1
S -0.67 0.18 1.56 0.129
S -1.99 1.94 -0.18 -0.174
N -0.53 1.31 0.39 -0.367
C 0.49 -1.22 0.86 -0.527
C 0.74 -0.98 -0.38 0.347
C 0.77 -0.90 -1.67 -0.604
H 0.57 0.32 2.28 0.184
H 0.04 -1.49 -2.12 0.234
H 0.98 -1.94 1.49 0.400
H 1.38 -0.39 -2.40 0.270
H -1.77 3.17 0.17 0.108
```

Calculated values
- DFT total energy: -968.247674 a.u.
- Energy above the lowest of the compared OMol25 structures with the same formula, charge and spin: 5.372 eV
- Kohn-Sham gap: 8.4 eV
- Total charge: 0

---

DFT (ωB97M-V with the def2-TZVPD basis set) results for C3H5NS2 in the gas phase in a non-equilibrium geometry.

```
11
Properties=species:S:1:pos:R:3:mulliken_charge:R:1
S 1.67 -0.61 0.04 0.011
S -1.69 -0.33 -0.12 -0.085
N 0.57 -1.92 0.05 -0.390
C -0.49 0.99 0.37 -0.697
C -0.70 -1.82 -0.05 -0.003
C 0.87 0.92 -0.36 -0.514
H -1.26 -2.78 -0.02 0.332
H 0.71 1.07 -1.45 0.303
H -1.06 1.83 0.16 0.379
H 1.64 1.69 -0.04 0.303
H -0.26 0.96 1.42 0.360
```

Calculated values
- DFT total energy: -968.406810 a.u.
- Energy above the lowest of the compared OMol25 structures with the same formula, charge and spin: 1.041 eV
- Kohn-Sham gap: 9.1 eV
- SMILES: C1=NSCCS1
- Total charge: 0